{"formula": "C4H11O3", "method": "ωB97M-V with the def2-TZVPD basis set", "e_lumo_ev": 3.5, "charge": -1, "e_homo_ev": -3.515, "symbols": ["C", "O", "C", "C", "C", "O", "H", "H", "H", "H", "H", "H", "H", "H", "H", "H", "H", "O"], "positions_angstrom": [[-1.972, 0.318, 0.782], [-3.600, -0.005, 0.241], [-1.157, 0.193, -0.465], [0.319, 0.129, -0.131], [1.256, -0.067, -1.324], [2.478, -0.595, -1.008], [-1.847, -0.429, 1.561], [-1.749, 1.250, 1.338], [-3.231, 0.684, 0.784], [-1.502, -0.609, -1.124], [-1.443, 1.010, -1.147], [0.599, -0.687, 0.548], [0.541, 1.005, 0.499], [0.747, -0.768, -2.024], [1.307, 0.883, -1.902], [3.715, -0.833, 1.663], [2.749, -0.727, 0.292], [2.791, -0.751, 1.416]], "mulliken_charge": [-0.553, -0.557, -0.474, -0.581, -0.284, -0.831, 0.348, 0.286, 0.232, 0.321, 0.271, 0.400, 0.274, 0.199, 0.166, 0.210, 0.390, -0.815]}

=====

{"formula": "CH8N3O", "method": "ωB97M-V with the def2-TZVPD basis set", "e_lumo_ev": -3.1, "charge": 1, "e_homo_ev": -15.276, "symbols": ["N", "C", "N", "N", "H", "H", "H", "H", "H", "H", "H", "H", "O"], "positions_angstrom": [[-1.196, 0.469, -0.158], [-0.467, -0.495, 0.402], [-1.079, -1.630, 0.775], [0.846, -0.344, 0.476], [-0.814, 1.396, -0.309], [-2.168, 0.426, -0.419], [-0.518, -2.358, 1.192], [-1.939, -1.592, 1.306], [1.412, 0.514, 0.392], [1.365, -1.204, 0.626], [1.257, 0.926, -1.777], [1.996, 2.258, -1.381], [1.304, 1.633, -1.126]], "mulliken_charge": [-0.338, 0.642, -0.413, -0.359, 0.234, 0.228, 0.240, 0.293, 0.325, 0.184, 0.337, 0.320, -0.692]}

=====

{"formula": "C5H12S2", "method": "ωB97M-V with the def2-TZVPD basis set", "e_lumo_ev": 0.8, "charge": 0, "e_homo_ev": -8.392, "smiles": "CCCSSCC", "symbols": ["C", "C", "C", "S", "S", "C", "C", "H", "H", "H", "H", "H", "H", "H", "H", "H", "H", "H", "H"], "positions_angstrom": [[1.386, 1.431, 0.577], [1.000, 2.481, 1.623], [1.197, -0.041, 0.952], [-0.556, -0.508, 1.055], [-0.518, -2.437, 0.302], [-1.327, -2.382, -1.363], [-1.894, -1.042, -1.790], [2.446, 1.549, 0.337], [0.915, 1.619, -0.387], [-0.029, 2.825, 1.457], [1.592, 3.366, 1.404], [1.068, 2.082, 2.631], [1.838, -0.671, 0.349], [1.585, -0.164, 1.958], [-0.535, -2.757, -2.012], [-2.076, -3.171, -1.347], [-2.288, -1.123, -2.801], [-1.094, -0.313, -1.806], [-2.709, -0.743, -1.140]], "mulliken_charge": [-0.460, -1.018, -0.712, -0.107, -0.151, -0.343, -1.080, 0.331, 0.282, 0.279, 0.344, 0.298, 0.409, 0.371, 0.300, 0.321, 0.351, 0.270, 0.315]}

=====

{"formula": "C3H5NO2", "method": "ωB97M-V with the def2-TZVPD basis set", "e_lumo_ev": [-0.5, -0.8], "charge": 0, "e_homo_ev": [-8.547, -7.928], "symbols": ["O", "N", "C", "C", "O", "C", "H", "H", "H", "H", "H"], "positions_angstrom": [[2.319, -0.460, -0.610], [1.665, 0.564, 0.014], [0.409, 0.356, 0.039], [-0.794, 1.198, 0.326], [-1.486, 0.307, -0.525], [-0.509, -0.559, -0.633], [3.243, -0.174, -0.620], [-0.910, 2.241, 0.039], [-1.717, -0.627, 1.667], [-1.609, -1.276, 1.302], [-0.612, -1.570, -0.998]], "mulliken_charge": [-0.354, -0.498, 1.005, -0.622, -0.225, -0.341, 0.381, 0.221, 0.027, -0.015, 0.421]}

=====

{"formula": "C19H36I2NOP2V", "method": "ωB97M-V with the def2-TZVPD basis set", "e_lumo_ev": [-12.3, -12.6], "s_squared": 1.09, "charge": 3, "e_homo_ev": [-15.905, -15.904], "spin_multiplicity": 2, "symbols": ["I", "I", "V", "P", "C", "C", "H", "H", "H", "H", "H", "H", "C", "H", "H", "H", "P", "C", "C", "H", "H", "H", "C", "H", "H", "H", "H", "H", "H", "C", "O", "C", "C", "C", "C", "C", "C", "C", "C", "N", "C", "C", "C", "C", "H", "H", "H", "H", "H", "H", "H", "H", "H", "H", "H", "H", "H", "H", "H", "H", "H", "H"], "positions_angstrom": [[-4.493, 2.336, -5.237], [-2.163, 1.100, -5.986], [-0.363, 0.183, -0.862], [0.879, 2.193, -1.465], [0.338, 3.100, -2.948], [1.029, 3.426, -0.111], [1.763, 4.199, -0.377], [3.218, 2.768, -1.843], [1.359, 2.933, 0.817], [3.051, 1.071, -1.301], [-0.734, 3.313, -2.919], [0.059, 3.906, 0.089], [2.617, 1.852, -1.937], [0.891, 4.040, -3.061], [2.636, 1.505, -2.978], [0.508, 2.474, -3.829], [-1.341, -1.984, -1.412], [-2.409, -2.074, -2.884], [-0.090, -3.243, -1.869], [-1.666, -2.749, 0.889], [-2.501, -3.816, -0.277], [-3.207, -2.230, 0.163], [-2.268, -2.770, -0.034], [0.805, -3.153, -1.243], [-0.512, -4.252, -1.751], [-2.877, -3.061, -2.974], [-1.802, -1.881, -3.774], [0.199, -3.087, -2.916], [-3.186, -1.305, -2.864], [-1.683, 0.866, -1.974], [-2.559, 1.319, -2.635], [2.664, -1.365, 4.366], [2.206, -1.138, 2.964], [3.003, -1.573, 1.892], [2.624, -1.387, 0.571], [3.494, -1.862, -0.567], [1.414, -0.747, 0.325], [0.583, -0.294, 1.381], [0.992, -0.496, 2.700], [-0.610, 0.337, 1.020], [-1.651, 0.901, 1.888], [-2.260, -0.193, 2.757], [-1.074, 2.034, 2.730], [-2.758, 1.480, 1.001], [2.792, -2.438, 4.573], [3.626, -0.866, 4.555], [1.909, -0.957, 5.043], [3.957, -2.078, 2.046], [4.483, -1.386, -0.521], [3.653, -2.947, -0.504], [3.072, -1.649, -1.567], [1.193, -0.644, -0.805], [0.367, -0.155, 3.520], [-1.515, -0.679, 3.386], [-3.038, 0.247, 3.383], [-2.720, -0.965, 2.133], [-0.696, 2.834, 2.088], [-1.867, 2.445, 3.357], [-0.250, 1.698, 3.358], [-2.358, 2.288, 0.369], [-3.211, 0.686, 0.388], [-3.521, 1.894, 1.673]], "mulliken_charge": [0.031, -0.061, -1.013, 1.043, -1.120, -1.363, 0.565, 0.467, 0.358, 0.270, 0.401, 0.343, -1.247, 0.441, 0.410, 0.402, 1.041, -1.123, -1.248, 0.357, 0.565, 0.344, -1.364, 0.269, 0.468, 0.440, 0.406, 0.410, 0.400, 0.425, -0.081, -1.633, -0.159, -0.593, -0.496, -2.135, 0.874, 0.032, -0.419, 1.195, 0.305, -1.130, -1.134, -1.696, 0.390, 0.390, 0.399, 0.578, 0.520, 0.521, 0.361, 2.212, 0.291, 0.234, 0.505, 0.227, 0.224, 0.505, 0.237, 0.274, 0.275, 0.607]}

=====

{"formula": "C5H11N3O", "method": "ωB97M-V with the def2-TZVPD basis set", "e_lumo_ev": [-0.3, 0.0], "charge": 0, "e_homo_ev": [-6.998, -7.480], "symbols": ["C", "O", "C", "N", "H", "H", "H", "C", "N", "N", "C", "C", "H", "H", "H", "H", "H", "H", "H", "H"], "positions_angstrom": [[-0.442, 1.976, 1.097], [-0.680, 2.595, -0.154], [-0.115, 0.509, 0.986], [-0.643, -0.403, 1.638], [-1.224, 2.000, -0.688], [-1.307, 2.075, 1.762], [0.409, 2.494, 1.545], [-0.157, -2.144, -0.455], [-0.014, -0.981, -1.102], [-1.189, -0.355, -1.548], [0.963, 0.182, -0.248], [2.150, -0.267, 0.273], [-1.267, -0.466, -2.551], [-2.015, -0.650, -1.027], [1.004, 1.047, -0.900], [-0.423, -1.388, 1.179], [0.765, -2.671, -0.244], [-1.087, -2.696, -0.552], [2.208, -1.124, 0.927], [3.064, 0.267, 0.061]], "mulliken_charge": [-0.644, -0.541, 0.606, -0.701, 0.344, 0.332, 0.291, -0.811, 0.121, -0.502, -0.029, -0.879, 0.211, 0.258, 0.364, 0.334, 0.343, 0.356, 0.272, 0.275]}

=====

{"formula": "C2H2CoFO2", "method": "ωB97M-V with the def2-TZVPD basis set", "e_lumo_ev": [-12.0, -15.5], "s_squared": 6.01, "charge": 2, "e_homo_ev": [-23.838, -23.702], "spin_multiplicity": 5, "symbols": ["H", "O", "C", "C", "O", "F", "H", "Co"], "positions_angstrom": [[0.032, 1.145, 1.089], [-0.732, -1.433, -0.241], [0.033, -0.747, 0.409], [0.315, 0.695, 0.090], [-0.425, 1.101, -0.977], [0.763, -1.308, 1.340], [1.414, 0.792, -0.030], [-1.400, -0.245, -1.679]], "mulliken_charge": [0.417, -0.399, 0.678, 0.077, -0.380, -0.059, 0.450, 1.215]}

=====

{"formula": "C4H7NO", "method": "ωB97M-V with the def2-TZVPD basis set", "e_lumo_ev": 0.9, "charge": 0, "e_homo_ev": -9.909, "smiles": "C[C@H]1CN1C=O", "symbols": ["C", "C", "C", "N", "C", "O", "H", "H", "H", "H", "H", "H", "H"], "positions_angstrom": [[0.178, 0.898, -1.549], [-0.399, 0.214, -0.335], [-0.251, -1.254, -0.069], [0.536, -0.279, 0.650], [0.372, -0.029, 2.002], [0.516, -0.843, 2.880], [0.573, 1.883, -1.277], [-0.588, 1.039, -2.319], [0.998, 0.311, -1.974], [-1.305, 0.668, 0.070], [-1.038, -1.754, 0.496], [0.286, -1.885, -0.774], [0.122, 1.031, 2.199]], "mulliken_charge": [-1.309, 0.338, -0.533, -0.274, 0.070, -0.492, 0.267, 0.340, 0.328, 0.446, 0.260, 0.222, 0.338]}

=====

E, record by record: -384.61318; -282.20474; -994.06855; -322.28277; -3096.59852; -436.42089; -1709.61590; -286.56929 Ha